Run one
The following is a DFT calculation (the ωB97M-V functional and the def2-TZVPD basis) of one molecule with the formula C7H15N.

Positions of all 23 atoms, in Å:
H1 2.938 -1.301 -0.256
H2 0.922 0.127 1.457
H3 -2.491 1.320 1.095
H4 -1.757 -2.060 0.053
H5 -0.013 -1.112 -2.253
C1 2.606 -0.322 -0.600
H6 0.693 0.585 -1.128
H7 0.180 2.457 0.201
C2 0.440 -0.520 0.726
H8 -3.010 -0.788 0.303
H9 -1.150 2.210 -0.837
H10 -1.356 3.262 0.538
H11 1.395 -1.884 -1.984
H12 0.635 -1.551 1.004
C3 1.085 -0.312 -0.659
C4 -1.026 -0.166 0.719
C5 -0.911 2.369 0.209
C6 -1.961 -1.055 0.399
H13 -1.090 1.453 2.134
N1 0.615 -1.426 -1.534
H14 3.005 -0.061 -1.562
C7 -1.403 1.228 1.116
H15 2.899 0.419 0.142

The lowest unoccupied orbital energy comes out at 1.04 eV. As for the SMILES: C=C(CC)C[C@@H](C)N. Its HOMO-LUMO gap is 0.3703 Ha.



Run two
The following is a DFT calculation (the ωB97M-V functional and the def2-TZVPD basis) of a 2-piece molecular cluster, C7H15N overall.

Positions of all 23 atoms, in Å:
H1 -2.863 2.668 0.065
H2 -2.755 3.378 -1.513
H3 0.248 -3.487 0.223
C1 2.254 -2.617 0.283
H4 2.707 -3.250 1.049
H5 -0.656 2.059 0.822
H6 2.697 -1.592 0.373
N1 0.404 -1.965 1.672
H7 1.588 1.589 -1.363
H8 -1.373 -1.317 0.786
C2 -1.185 2.071 -1.215
H9 -3.445 1.759 -1.382
C3 -0.286 1.842 -0.195
H10 0.364 -1.842 -0.460
C4 -2.656 2.424 -0.971
C5 -0.786 -1.453 1.719
H11 2.547 -2.991 -0.703
H12 -0.851 1.964 -2.250
C6 0.726 -2.507 0.339
H13 1.506 0.557 0.090
H14 -1.209 -1.114 2.666
H15 1.786 2.295 0.274
C7 1.239 1.528 -0.310

The lowest unoccupied orbital energy comes out at 1.11 eV. As for the SMILES: C/C=C/C.C=NCC. Its HOMO-LUMO gap is 0.3763 Ha.



Run three
The following is a DFT calculation (the ωB97M-V functional and the def2-TZVPD basis) of a 2-piece molecular cluster, C7H15N overall.

Positions of all 23 atoms, in Å:
H1 2.188 -1.320 2.133
H2 0.705 0.690 2.016
C1 -1.527 -0.254 -0.374
H3 2.200 -0.647 0.498
H4 3.557 -0.354 1.587
H5 0.452 1.349 -2.746
N1 0.785 -0.543 -1.473
H6 -2.946 0.432 -1.818
H7 -2.661 1.552 -0.501
H8 -3.634 0.103 -0.210
C2 -0.254 0.283 -0.944
H9 0.155 1.161 -0.427
C3 -2.771 0.494 -0.744
H10 2.077 1.015 3.074
C4 1.788 0.802 2.047
C5 -0.039 0.449 -2.396
H11 -0.587 -1.810 0.679
H12 -2.402 -1.672 0.910
H13 2.059 1.660 1.436
C6 -1.511 -1.323 0.410
H14 -0.600 -0.093 -3.148
C7 2.474 -0.457 1.534
H15 0.493 -1.517 -1.544

The lowest unoccupied orbital energy comes out at 1.00 eV. As for the SMILES: C=C(C)[C@@H]1CN1.CC. Its HOMO-LUMO gap is 0.3772 Ha.



Most favorable structure: run one. The second most favorable one is 1.280 eV above it.